{"formula": "C16H30N5O3PPrS4", "method": "ωB97M-V/def2-TZVPD", "symbols": ["Pr", "C", "C", "S", "C", "C", "S", "C", "C", "S", "H", "H", "H", "H", "H", "H", "H", "H", "H", "H", "H", "H", "C", "P", "C", "C", "O", "H", "H", "H", "H", "H", "H", "H", "H", "H", "N", "C", "N", "C", "N", "C", "O", "C", "O", "H", "H", "H", "S", "C", "N", "C", "C", "N", "H", "H", "H", "H", "H", "H"], "positions_angstrom": [[0.14032, -0.42309, -0.11208], [0.24232, -1.41296, 3.66981], [0.94312, -2.70239, 3.25380], [1.57431, -2.68972, 1.55961], [0.95030, -4.24225, 0.88763], [-0.56218, -4.44358, 0.90988], [-1.49487, -3.11193, 0.12537], [-2.75969, -2.75194, 1.35227], [-2.26866, -2.29350, 2.72213], [-1.14808, -0.87893, 2.65057], [-0.08518, -1.50308, 4.70673], [0.93536, -0.56955, 3.63272], [1.78438, -2.87003, 3.92698], [0.28093, -3.55893, 3.37168], [1.32335, -4.25416, -0.13867], [1.43441, -5.07040, 1.40689], [-0.79125, -5.37396, 0.38939], [-0.92126, -4.56096, 1.93155], [-3.36994, -1.97793, 0.88640], [-3.39698, -3.62946, 1.47384], [-3.13231, -2.01137, 3.32499], [-1.77404, -3.10428, 3.25580], [0.97311, 3.85159, 2.42654], [0.00788, 2.81973, 1.35278], [-1.68018, 2.87994, 1.92301], [0.04923, 3.57516, -0.25897], [0.49962, 1.35901, 1.33275], [0.48250, 4.82136, 2.52713], [1.96762, 3.99938, 2.00755], [1.04825, 3.39013, 3.41223], [-2.03491, 3.91018, 1.96667], [-1.73947, 2.43498, 2.91716], [-2.32060, 2.30475, 1.25205], [-0.42496, 4.55762, -0.20374], [-0.48769, 2.96808, -0.98810], [1.08768, 3.72374, -0.55730], [2.45007, -0.15209, -0.52070], [3.16273, 0.76674, -0.33691], [4.02292, 1.68492, -0.17226], [3.69423, 2.95971, -0.08642], [3.44703, 4.09023, -0.03687], [-3.67077, 1.18098, -2.15889], [-3.39939, 0.34911, -0.99418], [-2.15718, 0.09687, -0.68133], [-1.24005, 0.59983, -1.40589], [-4.74969, 1.28299, -2.18519], [-3.31150, 0.68331, -3.05566], [-3.19483, 2.15198, -2.05122], [0.40155, -2.09078, -2.54843], [1.11313, -0.86411, -3.50172], [0.43300, -0.01068, -4.27289], [1.31080, 0.86666, -5.04791], [2.68081, 0.60738, -4.38260], [2.41440, -0.59936, -3.60178], [-0.54320, -0.16376, -4.45474], [1.00498, 1.90613, -4.95487], [1.30477, 0.58967, -6.10160], [2.98550, 1.42818, -3.73174], [3.46747, 0.43473, -5.11259], [3.04075, -0.95992, -2.90067]], "forces_ev_per_a": [[0.85, -2.20, 1.65], [0.15, -0.05, 0.11], [-0.08, -0.04, 0.19], [0.18, 0.17, -0.08], [-0.09, -0.13, -0.11], [0.13, -0.18, 0.11], [0.06, 0.16, -0.26], [-0.15, 0.04, 0.18], [-0.12, -0.15, 0.02], [0.00, 0.15, -0.06], [-0.02, -0.01, -0.01], [0.00, 0.00, -0.05], [0.00, 0.02, 0.00], [0.00, 0.00, -0.02], [-0.01, 0.05, 0.00], [-0.01, 0.00, 0.01], [0.01, 0.00, 0.01], [-0.01, 0.01, -0.01], [0.05, 0.03, -0.02], [0.02, -0.01, 0.00], [-0.01, 0.00, -0.01], [0.02, 0.01, -0.03], [0.09, 0.06, 0.26], [0.19, -0.62, 0.05], [-0.24, -0.02, 0.12], [-0.02, 0.20, -0.17], [-0.15, 1.10, -0.05], [0.03, 0.00, -0.01], [0.05, -0.01, -0.04], [0.00, 0.01, -0.02], [0.00, -0.01, 0.00], [-0.01, 0.01, -0.01], [0.01, 0.00, -0.01], [0.01, -0.01, 0.01], [0.02, -0.04, 0.01], [0.03, -0.04, -0.04], [0.69, 0.15, -0.22], [0.24, 0.28, -0.07], [0.08, -0.08, 0.10], [-0.10, -0.12, -0.16], [-0.06, -0.02, 0.11], [-0.05, -0.18, 0.18], [-0.16, 0.22, -0.23], [-0.38, 0.09, 0.05], [-1.34, 1.31, -1.35], [0.00, 0.01, -0.02], [0.02, 0.01, -0.02], [0.03, 0.01, 0.00], [0.14, 0.10, -0.30], [-0.07, -0.10, 0.12], [-0.02, -0.03, 0.03], [0.02, -0.01, 0.08], [-0.06, -0.03, -0.03], [0.07, -0.13, 0.05], [-0.01, 0.06, -0.03], [-0.02, 0.01, -0.03], [0.03, -0.04, -0.01], [-0.04, 0.01, 0.04], [0.01, 0.00, -0.01], [0.05, 0.01, 0.01]], "total_charge": 1, "spin_multiplicity": 3, "s2": 2.0028, "homo_ev": [-11.2557, -11.2689], "lumo_ha": [-0.0711, -0.0710]}